(1)
{"formula": "C39H41N9O4S", "method": "wB97M-V/def2-TZVPD", "species": ["N", "C", "N", "N", "C", "C", "C", "C", "O", "C", "C", "C", "C", "C", "C", "O", "C", "O", "O", "C", "N", "C", "S", "H", "H", "H", "H", "H", "H", "H", "H", "H", "H", "H", "H", "H", "H", "H", "H", "N", "C", "C", "C", "C", "C", "H", "H", "H", "H", "H", "N", "C", "C", "C", "C", "C", "H", "H", "H", "H", "H", "N", "C", "C", "C", "C", "C", "H", "H", "H", "H", "H", "N", "C", "C", "C", "C", "C", "H", "H", "H", "H", "H", "N", "C", "C", "C", "C", "C", "H", "H", "H", "H", "H"], "xyz": [[-0.517516, -2.296693, 4.100566], [-1.487587, -1.338449, 3.574801], [-0.865855, -0.197062, 2.872689], [-2.196154, -0.822251, 4.751066], [-2.379226, -2.122644, 2.577846], [-2.789122, -1.386991, 1.308622], [-1.858765, -1.562432, 0.102027], [-0.363117, -1.576920, 0.370580], [0.151536, -2.512673, 0.954453], [0.470496, -0.485775, -0.200784], [0.274279, 0.848586, 0.136494], [1.079013, 1.824560, -0.424078], [2.085482, 1.480270, -1.316259], [2.288791, 0.148623, -1.634382], [1.480400, -0.831057, -1.082935], [-4.062076, -2.035600, 0.875013], [-4.983528, -1.094704, 0.642735], [-6.155239, -1.256299, 0.557222], [-4.341086, 0.114826, 0.495573], [-3.275261, 0.063374, 1.433667], [-3.810558, 0.310794, 2.763377], [-3.950684, 1.428049, 3.205394], [-4.136806, 2.857272, 3.772565], [0.093860, -1.798828, 4.744818], [0.080282, -2.620562, 3.346602], [0.133794, -0.325651, 2.776423], [-1.034381, 0.640382, 3.416871], [-2.080834, -1.514848, 5.483913], [-3.193035, -0.776376, 4.576163], [-3.265677, -2.516846, 3.069295], [-1.804647, -2.988675, 2.256145], [-2.122650, -2.516741, -0.354259], [-2.081284, -0.779281, -0.623621], [-0.486446, 1.132004, 0.852958], [0.913136, 2.861562, -0.157924], [2.716376, 2.246761, -1.747366], [3.085292, -0.127129, -2.310817], [1.649620, -1.871558, -1.334213], [-2.551711, 0.805241, 1.117420], [-0.602467, -6.202150, 2.707209], [-0.152965, -5.529532, 1.648049], [-0.088651, -6.072310, 0.372217], [-0.509380, -7.378474, 0.182953], [-0.978112, -8.087938, 1.276690], [-1.004475, -7.455039, 2.511152], [0.168377, -4.511235, 1.820434], [0.283028, -5.476271, -0.451178], [-0.473528, -7.835392, -0.797842], [-1.317483, -9.110259, 1.179356], [-1.367583, -7.979191, 3.388832], [2.568523, -0.699942, -4.840740], [1.350352, -1.224909, -4.938225], [0.822391, -1.722385, -6.120629], [1.601885, -1.669701, -7.264694], [2.872478, -1.123237, -7.178051], [3.306941, -0.654738, -5.947090], [0.769604, -1.242343, -4.021296], [-0.175574, -2.138608, -6.140012], [1.225936, -2.046601, -8.207069], [3.516236, -1.059539, -8.044640], [4.295860, -0.221893, -5.841176], [3.842388, 4.593779, -1.526837], [3.234637, 5.409761, -0.668967], [3.169300, 6.785274, -0.833291], [3.770088, 7.345229, -1.949127], [4.407992, 6.507962, -2.850105], [4.414767, 5.144814, -2.594583], [2.779157, 4.935963, 0.194288], [2.659558, 7.398467, -0.102889], [3.741514, 8.414560, -2.113602], [4.890868, 6.899424, -3.734939], [4.901525, 4.458987, -3.279485], [3.964275, -1.443219, 0.811427], [3.882611, -2.740681, 1.093556], [4.991496, -3.555824, 1.271010], [6.251150, -2.991396, 1.146724], [6.348812, -1.640680, 0.851327], [5.178177, -0.912560, 0.694555], [2.877236, -3.142199, 1.181057], [4.866170, -4.605113, 1.501510], [7.141179, -3.593493, 1.277507], [7.310653, -1.157913, 0.743647], [5.211960, 0.146981, 0.461806], [-6.670341, 7.551735, 0.244463], [-6.223878, 7.398971, 1.488466], [-5.684045, 6.215318, 1.970042], [-5.604839, 5.128912, 1.114264], [-6.067639, 5.272547, -0.183716], [-6.588159, 6.499961, -0.566917], [-6.303405, 8.269145, 2.131099], [-5.336031, 6.151109, 2.992565], [-5.190304, 4.188916, 1.453660], [-6.028516, 4.451265, -0.886267], [-6.958862, 6.649425, -1.575156]], "atomic_forces_ev_per_a": [[0.212, 0.386, -0.093], [0.107, -0.284, 0.243], [-0.110, 0.029, -0.067], [-0.132, -0.300, 0.115], [0.317, -0.012, -0.072], [-0.676, -0.550, -0.350], [0.041, 0.417, 0.040], [0.010, -0.174, 0.238], [-0.043, 0.209, -0.199], [-0.046, -0.010, 0.047], [-0.153, 0.223, -0.143], [-0.019, 0.113, 0.036], [0.037, 0.020, -0.001], [0.114, 0.040, -0.091], [0.206, -0.102, -0.074], [0.287, 0.161, 0.603], [-0.131, 0.036, -0.345], [0.179, -0.028, -0.274], [-0.345, 0.066, 0.583], [0.033, -0.339, -0.501], [-0.014, 0.718, -0.197], [-0.036, -0.445, -0.328], [-0.021, 0.302, 0.357], [-0.054, -0.068, 0.056], [-0.076, -0.133, -0.044], [0.023, 0.002, 0.045], [0.150, -0.015, 0.127], [0.032, 0.033, 0.014], [0.138, 0.113, -0.017], [-0.055, 0.144, 0.060], [-0.085, -0.130, 0.009], [0.132, -0.104, 0.068], [-0.053, -0.037, -0.064], [0.024, -0.095, -0.077], [0.053, 0.004, -0.017], [0.004, 0.034, 0.053], [-0.077, -0.030, -0.070], [-0.015, -0.008, 0.076], [0.073, 0.003, 0.226], [0.020, 0.001, -0.006], [0.008, -0.122, 0.090], [0.002, 0.035, -0.037], [-0.004, 0.003, -0.003], [0.004, 0.005, -0.004], [-0.020, -0.003, 0.011], [-0.019, -0.088, -0.009], [0.006, 0.010, 0.012], [0.001, 0.000, -0.001], [-0.005, 0.000, 0.011], [-0.001, -0.014, -0.013], [0.071, -0.009, -0.045], [-0.017, 0.020, 0.046], [0.004, -0.001, -0.011], [0.004, 0.004, 0.002], [-0.016, -0.002, -0.004], [-0.010, -0.012, -0.002], [-0.011, -0.004, -0.010], [-0.003, 0.003, 0.007], [0.000, -0.001, -0.001], [0.007, 0.002, 0.003], [0.002, -0.005, -0.017], [-0.006, -0.014, -0.021], [0.000, -0.022, 0.012], [0.006, 0.007, -0.006], [0.001, -0.004, -0.001], [-0.004, 0.011, 0.009], [-0.003, -0.007, -0.002], [-0.003, 0.017, 0.005], [-0.002, -0.006, 0.006], [-0.001, 0.001, 0.000], [0.001, -0.007, -0.004], [0.004, 0.015, -0.008], [-0.013, 0.032, 0.078], [-0.047, -0.023, 0.012], [0.026, 0.011, -0.007], [-0.009, 0.002, -0.002], [0.001, -0.016, -0.002], [0.002, -0.008, -0.010], [0.005, 0.001, -0.005], [-0.009, -0.001, -0.001], [0.001, 0.000, 0.000], [-0.001, 0.007, 0.001], [0.016, -0.004, -0.002], [-0.002, 0.007, -0.004], [-0.004, 0.013, -0.001], [0.007, -0.011, -0.002], [0.004, 0.005, -0.033], [0.007, 0.005, 0.011], [-0.006, 0.012, -0.006], [0.009, -0.010, 0.012], [-0.008, 0.006, 0.004], [-0.026, -0.007, -0.018], [-0.006, 0.003, -0.006], [0.002, -0.018, -0.002]], "e_lumo_ev": 0.10, "total_charge": 0}


(2)
{"formula": "C16H23B2F4N6O7Pd", "method": "wB97M-V/def2-TZVPD", "species": ["Pd", "C", "C", "N", "O", "B", "F", "F", "O", "N", "C", "C", "C", "N", "O", "B", "F", "F", "O", "N", "C", "C", "C", "H", "H", "H", "H", "H", "H", "H", "H", "H", "H", "H", "H", "C", "C", "C", "C", "C", "C", "O", "N", "C", "O", "N", "C", "O", "H", "H", "H", "H", "H", "H", "H", "H", "H", "H", "H"], "xyz": [[-0.002220, 0.180205, -0.161242], [0.752874, 1.352597, 3.820225], [0.744105, 0.854587, 2.425432], [-0.261251, 0.932280, 1.633642], [-1.381213, 1.600338, 1.965472], [-2.633539, 1.140959, 1.340289], [-3.639553, 1.932312, 1.700460], [-2.795842, -0.204660, 1.376423], [-2.598193, 1.400914, -0.367599], [-1.675216, 0.823788, -1.008003], [-1.720445, 0.731418, -2.351735], [-2.898050, 1.195386, -3.125672], [-0.565696, 0.152893, -2.937418], [0.383688, -0.218702, -2.058761], [1.483828, -0.680328, -2.472313], [2.483070, -1.448963, -1.290267], [1.666315, -2.460091, -0.903354], [3.569905, -1.720470, -2.006679], [2.816504, -0.513091, -0.202282], [1.796277, -0.099436, 0.571514], [1.964531, 0.243109, 1.795241], [3.239408, 0.105774, 2.536177], [-0.361511, -0.067916, -4.387338], [-0.227762, 1.724743, 4.098955], [1.487262, 2.152129, 3.933466], [1.038565, 0.534977, 4.483740], [-3.690347, 1.520749, -2.459201], [-3.266138, 0.384556, -3.755759], [-2.619757, 2.026370, -3.777116], [3.984298, -0.393372, 1.924804], [3.058762, -0.473606, 3.442708], [3.614655, 1.087454, 2.831234], [-1.159266, 0.373756, -4.975394], [-0.320982, -1.142529, -4.583043], [0.598633, 0.347153, -4.696710], [1.454234, -4.806408, 1.455006], [0.533277, -4.623263, 2.652460], [-0.714007, -3.764071, 2.368643], [-1.564090, -3.624045, 3.646440], [-2.810750, -2.767535, 3.480730], [-1.547779, -4.471549, 1.316647], [-1.994559, -5.573213, 1.496411], [-1.776881, -3.808277, 0.121744], [-1.327251, -2.557336, -0.204286], [-1.565500, -2.047596, -1.282846], [-0.580122, -1.905440, 0.750591], [-0.219298, -2.341779, 1.980263], [0.449856, -1.724711, 2.782444], [2.303154, -5.432796, 1.725140], [1.848364, -3.854629, 1.094650], [0.941866, -5.296042, 0.624041], [1.064849, -4.159451, 3.483577], [0.159601, -5.589955, 2.993841], [-0.916599, -3.219962, 4.424836], [-1.838845, -4.639612, 3.935799], [-2.565764, -1.742087, 3.199720], [-3.367907, -2.728249, 4.415673], [-3.481229, -3.174468, 2.720737], [-2.328019, -4.289274, -0.576942]], "atomic_forces_ev_per_a": [[0.018, -0.078, 0.158], [0.014, 0.012, -0.002], [-0.044, 0.026, 0.016], [0.063, 0.056, -0.039], [-0.073, -0.002, -0.056], [0.047, -0.067, 0.176], [0.011, 0.018, -0.020], [0.000, 0.055, -0.046], [0.010, 0.005, -0.043], [-0.056, -0.038, 0.006], [0.022, -0.011, -0.048], [0.001, 0.013, 0.000], [-0.039, 0.025, -0.039], [0.072, -0.034, -0.023], [-0.074, 0.035, -0.014], [0.040, -0.092, 0.139], [0.044, 0.053, -0.051], [-0.009, 0.026, -0.004], [-0.013, -0.005, -0.065], [-0.016, -0.010, 0.034], [0.025, -0.013, 0.008], [0.007, 0.006, -0.001], [-0.002, 0.001, 0.010], [-0.001, -0.001, -0.003], [0.001, -0.002, -0.001], [-0.007, -0.008, -0.012], [-0.003, 0.001, -0.001], [0.002, -0.005, 0.005], [-0.001, -0.002, 0.001], [0.002, 0.000, -0.002], [-0.008, -0.003, 0.003], [-0.005, -0.004, 0.004], [0.002, 0.002, 0.001], [0.001, -0.004, 0.009], [0.001, 0.000, -0.004], [0.008, 0.005, 0.006], [-0.003, -0.032, 0.007], [0.018, 0.144, -0.017], [-0.010, -0.036, 0.013], [0.010, 0.017, -0.002], [0.018, -0.043, 0.026], [-0.016, 0.002, -0.013], [-0.020, 0.008, 0.018], [0.096, -0.071, 0.077], [-0.082, -0.008, -0.004], [0.004, 0.330, -0.243], [-0.111, -0.306, 0.022], [0.059, 0.054, 0.011], [-0.003, -0.006, 0.000], [-0.005, -0.012, 0.007], [0.003, 0.008, -0.004], [0.000, 0.007, -0.003], [0.005, 0.000, 0.002], [0.002, 0.007, -0.006], [0.003, -0.001, 0.004], [-0.003, -0.021, 0.014], [-0.002, -0.009, -0.001], [0.000, -0.001, -0.004], [0.002, 0.005, -0.006]], "e_lumo_ev": [-5.15, -6.74], "spin_multiplicity": 3, "total_charge": 1, "de_lowest_ev": 0.000}


Number 1: E_tot -73543.44330 eV, M 731.88 g mol⁻¹. Number 2: E_tot -55938.92468 eV, M 615.43 g mol⁻¹.